Molecular formula: C29H47N3O4S2
Method: DFT, ωB97M-V/def2-TZVPD

```
85
C29H47N3O4S2, DFT ωB97M-V/def2-TZVPD
C 3.38 1.02 0.07
C 3.06 0.56 -1.36
C 1.87 1.29 -2.06
C 1.61 2.71 -1.49
C 0.56 0.50 -1.92
C 0.34 -0.27 -0.81
C -0.85 -0.96 -0.64
C -1.81 -0.85 -1.61
C -1.58 -0.09 -2.74
C -0.40 0.60 -2.94
C -0.24 1.43 -4.19
S -2.94 -0.05 -3.91
C -4.31 0.08 -2.77
C -5.40 0.89 -3.00
C -5.52 1.71 -4.30
C -6.09 3.11 -3.97
C -5.28 3.83 -2.89
O -4.99 5.17 -3.29
C -6.38 0.95 -2.04
C -6.26 0.21 -0.88
S -7.57 0.38 0.35
C -5.18 -0.63 -0.64
C -4.98 -1.46 0.63
C -3.94 -0.71 1.52
C -4.54 0.49 2.29
N -4.04 1.79 1.81
C -4.19 -0.69 -1.62
N -3.06 -1.54 -1.42
O -3.13 -2.66 -2.29
H 3.71 2.07 0.09
H 2.46 0.99 0.67
H 4.11 0.38 0.56
H 2.96 -0.53 -1.41
H 3.95 0.80 -1.97
H 2.13 1.34 -3.12
H 0.79 3.14 -2.07
H 2.50 3.35 -1.54
H 1.23 2.64 -0.47
H 1.06 -0.36 0.00
H -0.99 -1.57 0.24
H -0.90 2.31 -4.10
H 0.77 1.81 -4.35
H -0.58 0.88 -5.08
H -6.17 1.15 -4.98
H -4.50 1.81 -4.71
H -6.04 3.70 -4.90
H -7.15 3.04 -3.72
H -5.85 3.80 -1.95
H -4.33 3.31 -2.68
H -4.79 5.64 -2.47
H -7.24 1.59 -2.21
H -7.68 1.73 0.38
H -4.47 -2.37 0.31
H -5.91 -1.66 1.16
H -3.19 -0.29 0.84
H -3.40 -1.40 2.18
H -5.63 0.41 2.22
H -4.24 0.39 3.35
H -4.71 2.21 1.17
H -3.96 2.44 2.58
H -3.21 -3.44 -1.73
C 5.15 -4.75 4.45
O 6.08 -3.87 5.05
C 7.40 -3.95 4.50
C 7.74 -2.70 3.72
N 6.97 -2.63 2.48
C 7.06 -1.33 1.80
C 6.52 -0.10 2.52
O 5.11 -0.10 2.69
C 4.64 -0.81 3.82
H 4.25 -4.73 5.05
H 4.90 -4.43 3.43
H 5.54 -5.77 4.43
H 7.53 -4.85 3.90
H 8.08 -4.02 5.35
H 8.81 -2.71 3.48
H 7.54 -1.84 4.37
H 6.00 -2.81 2.68
H 6.51 -1.44 0.86
H 8.11 -1.15 1.53
H 6.74 0.76 1.89
H 7.02 0.09 3.47
H 5.34 -0.77 4.66
H 4.42 -1.85 3.57
H 3.70 -0.35 4.14
```

Values from the calculation:
- SMILES string = CC[C@H](C)c1ccc2c(c1C)Sc1c(CCCO)cc(S)c(CCCN)c1N2O.COCCNCCOC
- total charge = 0
- spin multiplicity = 1
- E_tot (eV) = -65163.16103
- E_HOMO (eV) = -8.0
- Kohn-Sham gap (eV) = 8.47